The following is a quantum chemistry calculation of a molecular structure, C8H14 at a distorted geometry, from OMol25.

ORCA input file:
```
! RIJCOSX wB97M-V def2-TZVPD def2/J DEFGRID3
* xyz 0 1
C 3.101 -0.410 0.735
C -0.458 0.096 -0.834
C 1.671 0.100 0.780
C 1.022 0.176 -0.680
C -1.475 1.016 -0.715
C -1.585 1.948 0.547
C -1.478 -1.942 0.330
C -1.391 -1.000 -0.785
H -2.331 1.022 -1.351
H -2.016 -1.479 1.152
H 1.575 0.892 1.537
H 1.108 -0.777 1.137
H -0.999 2.901 0.540
H 3.574 -0.756 1.741
H 3.064 -1.434 0.382
H -1.681 -3.048 0.241
H -1.824 -1.212 -1.716
H -1.170 1.377 1.500
H -2.582 2.248 0.851
H 3.913 0.038 0.086
H 1.542 0.996 -1.215
H 1.384 -0.679 -1.147
*
```

Summary:
**HOMO**: -6.916 eV
**M**: 110.2 g mol⁻¹
**LUMO energy**: 0.44 eV



The following is a quantum chemistry calculation of C4H8N2S in the gas phase at a distorted geometry, from OMol25.

ORCA input file:
```
! RIJCOSX wB97M-V def2-TZVPD def2/J DEFGRID3
* xyz 0 1
S -1.687 -1.109 -0.223
N -0.885 0.120 1.205
N -1.067 -0.105 -1.465
C -0.203 1.008 0.444
C -0.191 -0.878 -2.416
C -0.192 -0.634 2.175
C -0.532 1.087 -0.847
H 0.006 1.632 -1.583
H -0.872 -0.937 3.035
H -0.932 -1.449 -3.005
H 0.422 1.703 0.931
H 0.568 0.066 2.655
H 0.294 -0.147 -3.043
H 0.570 -1.392 -1.823
H 0.291 -1.538 1.793
*
```

Summary:
**HOMO**: -7.370 eV
**M**: 116.2 g mol⁻¹
**LUMO energy**: 0.34 eV
**Structure (SMILES)**: CN1C=CN(C)S1



The following is a quantum chemistry calculation of a molecular structure, C46H54CoF3N2O3P3S2, from OMol25.

ORCA input file:
```
! RIJCOSX wB97M-V def2-TZVPD def2/J DEFGRID3
* xyz 0 2
Co 0.146 -0.555 0.360
S -0.643 1.836 -1.340
S 1.460 4.520 -1.548
P 0.357 -1.636 -1.694
P -0.693 0.630 2.179
P -0.071 3.527 -2.253
F -0.410 -6.631 4.118
F -1.711 -7.042 2.440
F 0.415 -7.409 2.276
O 0.264 3.224 -3.798
O -1.381 4.451 -2.454
O 2.171 -0.093 0.903
N -1.708 -0.633 -0.117
N 0.073 -2.554 1.415
C 0.211 5.047 3.000
C 3.360 0.334 3.035
C 0.086 -6.261 -1.436
C -2.313 4.918 -1.451
C 2.965 -1.611 -2.641
C -0.299 -5.160 2.287
C 3.295 0.358 0.100
C 2.883 1.305 -0.994
C -2.215 -1.012 -1.332
C 0.331 -3.476 -1.647
C -1.714 5.112 -0.069
C 0.638 0.573 4.648
C -3.934 -0.325 -0.074
C 0.960 -4.720 1.919
C -1.013 4.306 -5.535
C 0.647 3.043 1.743
C 0.298 -1.039 6.401
C -1.100 3.078 3.404
C 3.999 -1.230 -3.480
C -0.854 -4.062 -1.187
C 1.254 -5.694 -1.919
C 2.628 -0.655 2.143
C 1.408 -0.364 -3.973
C -1.272 -1.304 -2.454
C 0.972 0.062 5.893
C 0.937 4.372 2.035
C -1.139 -3.005 1.745
C -0.726 -1.610 5.660
C -3.522 3.998 -1.427
C -1.056 -1.096 4.414
C -0.820 4.403 3.679
C -0.975 -5.437 -1.084
C -0.502 -6.570 2.778
C -0.624 2.981 -4.902
C -1.371 -4.291 2.200
C -0.370 -0.007 3.877
C 1.375 -4.314 -2.030
C -3.584 -0.861 -1.337
C 1.091 -3.412 1.489
C 3.740 -0.405 -4.566
C -1.832 2.121 -4.575
C -2.510 0.455 1.965
C 2.447 0.033 -4.804
C 1.654 -1.198 -2.887
C -2.762 -0.179 0.634
C -0.361 2.390 2.437
H 1.157 1.448 4.280
H -1.572 -2.157 -3.064
H 0.007 2.429 -5.606
H -1.540 1.196 -4.079
H -0.122 4.896 -5.749
H -1.888 2.572 3.950
H 4.400 0.481 2.747
H 1.756 0.534 6.472
H -4.289 4.410 -0.767
H -1.695 -3.432 -0.918
H -2.524 2.640 -3.916
H 1.920 1.040 -1.422
H 5.009 -1.561 -3.276
H -2.375 -4.607 2.447
H -1.188 -0.425 -3.094
H 2.857 1.302 3.027
H -2.616 5.898 -1.829
H 3.350 -0.048 4.057
H 1.817 -5.377 1.940
H -1.552 4.130 -6.469
H -2.917 -0.122 2.799
H 1.735 -1.016 2.648
H -3.950 3.898 -2.425
H 2.789 2.330 -0.640
H -1.278 -2.454 6.053
H -2.960 1.449 2.021
H 0.415 0.017 -4.162
H -1.651 4.872 -4.858
H -2.456 5.611 0.561
H -0.817 5.726 -0.111
H 2.241 0.698 -5.631
H -1.873 -1.551 3.873
H -2.347 1.879 -5.507
H 2.285 -3.906 -2.444
H 3.274 -1.514 1.925
H 0.555 -1.437 7.373
H -1.457 4.155 0.386
H -4.919 -0.038 0.261
H -4.243 -1.056 -2.168
H 2.055 -3.042 1.166
H -1.961 -2.316 1.596
H 4.547 -0.092 -5.215
H 2.077 -6.327 -2.227
H 3.801 -0.535 -0.281
H -0.005 -7.336 -1.351
H -1.400 4.936 4.422
H 0.433 6.084 3.215
H 3.982 0.864 0.776
H 1.705 4.878 1.467
H -1.903 -5.867 -0.727
H 3.187 -2.218 -1.772
H -3.236 3.008 -1.069
H 1.173 2.538 0.943
H 3.627 1.286 -1.791
*
```

Summary:
**HOMO (alpha / beta)**: -6.771 / -6.789 eV
**M**: 955.9 g mol⁻¹
**LUMO energy (alpha / beta)**: -0.34 / -0.32 eV



The following is a quantum chemistry calculation of a gas-phase ion, H3N2O (charge -1) at a distorted geometry, from OMol25.

ORCA input file:
```
! RIJCOSX wB97M-V def2-TZVPD def2/J DEFGRID3
* xyz -1 1
O 1.521 0.281 0.011
N 0.495 -0.568 0.148
N -0.808 0.049 0.194
H -0.681 0.578 0.997
H 0.394 -1.122 -0.878
H -0.920 0.781 -0.473
*
```

Summary:
**HOMO**: -1.134 eV
**M**: 47.0 g mol⁻¹
**LUMO energy**: 5.87 eV
**Structure (SMILES)**: NN[O-]